One molecule with the formula C5H8N2O2S at a distorted geometry, computed with ωB97M-V/def2-TZVPD.

Atoms and positions in Å:
1 C -1.96325 0.52123 -0.00711
2 C -1.27189 1.54265 0.34403
3 C -0.00123 -1.04032 -0.06806
4 C -0.78419 2.72766 0.71591
5 C 0.20955 -2.55818 0.01193
6 N 0.83921 -0.09826 -0.26087
7 N -1.35756 -0.78481 0.12947
8 O 2.40590 1.45876 -1.08567
9 O 2.90353 -0.14343 0.92187
10 S 2.50593 -0.06076 -0.43199
11 H -2.94770 0.58394 -0.51725
12 H 1.44689 1.63466 -1.18229
13 H 0.14385 2.92723 0.04269
14 H -0.91032 3.41673 1.53985
15 H 0.18708 -2.84142 -1.10405
16 H 1.17512 -2.70610 0.52180
17 H -0.62529 -3.03741 0.50857
18 H -1.95564 -1.54218 -0.07884

Atoms 1-3, force components in eV/Å:
-0.1 -2.2 -0.9
-0.1 4.1 2.0
-0.7 -0.6 0.5

Properties
ΔE to the lowest compared entry with this formula, charge and spin = 105.8 kcal per mole
Maximum force = 4.54 eV/Å
Total charge = 0
Orbital gap = 9.21 eV
Calculated total energy = -23221.5090 eV